Computed, not measured: a structure of composition C33H52Br17ClN5OPS in a non-equilibrium geometry, with ωB97M-V/def2-TZVPD.

frontier orbital gap: 7.2 eV
LUMO level: -0.63 eV
E_tot: -46595.55055 Eh

Geometry as ORCA input:
```
! RIJCOSX wB97M-V def2-TZVPD def2/J DEFGRID3
* xyz 0 1
C -0.407 2.326 1.156
C -0.550 3.232 -0.139
P 0.901 3.002 -1.311
C 0.288 2.983 -3.078
C 1.612 1.271 -1.056
C 3.012 1.217 -0.639
Cl 3.957 2.662 -0.374
C 3.607 0.002 -0.460
C 2.927 -1.267 -0.692
N 3.651 -2.397 -0.482
C 2.903 -3.466 -0.706
C 3.564 -4.835 -0.462
N 3.140 -5.469 0.784
C 3.204 -4.578 1.945
C 1.526 -3.436 -1.157
Br 0.574 -5.083 -1.473
N 0.854 -2.335 -1.360
C 1.567 -1.205 -1.098
C 0.903 0.077 -1.273
C -0.552 0.158 -1.726
C -1.528 -0.672 -0.871
S -3.216 -0.136 -1.419
C -4.280 -0.996 -0.293
N -4.187 -0.734 0.972
N -5.086 -1.569 1.607
C -5.643 -2.276 0.682
O -5.194 -1.976 -0.567
H -0.898 1.370 0.954
H 0.657 2.122 1.383
H -0.843 2.758 2.052
H -1.505 3.066 -0.639
H -0.535 4.281 0.193
H 0.782 3.756 -3.682
H -0.808 3.107 -3.101
H 0.537 2.023 -3.560
H 4.651 -0.030 -0.136
H 4.658 -4.722 -0.429
H 3.331 -5.529 -1.281
H 2.245 -5.933 0.695
H 3.309 -5.205 2.845
H 2.309 -3.942 2.081
H 4.082 -3.926 1.827
H -0.924 1.191 -1.728
H -0.586 -0.169 -2.782
H -1.483 -1.745 -1.085
H -1.461 -0.475 0.205
H -6.376 -3.033 0.946
Br -6.482 0.212 -0.918
C -7.577 1.820 -1.063
C -8.669 1.651 -2.088
Br -7.969 1.794 -3.898
H -6.905 2.644 -1.289
H -8.004 1.965 -0.071
H -9.403 2.450 -2.004
H -9.174 0.691 -2.020
Br -11.789 -0.264 -4.941
C -10.365 -1.313 -5.753
C -10.042 -2.533 -4.930
Br -8.998 -2.062 -3.359
H -9.515 -0.648 -5.878
H -10.745 -1.602 -6.731
H -9.415 -3.220 -5.495
H -10.925 -3.059 -4.580
Br 1.283 -4.486 5.396
C 0.732 -6.229 6.066
C 1.742 -7.292 5.725
Br 1.622 -7.815 3.854
H -0.253 -6.429 5.654
H 0.653 -6.108 7.144
H 1.543 -8.201 6.288
H 2.766 -6.976 5.900
Br 2.982 6.071 -2.969
C 3.012 5.812 -4.897
C 2.537 7.039 -5.628
Br 0.600 7.213 -5.542
H 2.409 4.933 -5.108
H 4.052 5.601 -5.140
H 2.769 6.966 -6.689
H 2.956 7.958 -5.230
Br -2.962 2.828 1.039
C -4.761 2.898 1.792
C -5.434 4.213 1.499
Br -4.751 5.636 2.642
H -4.667 2.696 2.855
H -5.301 2.078 1.317
H -6.499 4.158 1.721
H -5.297 4.540 0.473
Br 6.008 4.966 1.008
C 7.822 4.432 1.447
C 7.893 2.933 1.592
Br 7.132 2.356 3.292
H 8.112 4.965 2.347
H 8.438 4.771 0.616
H 8.927 2.593 1.612
H 7.358 2.407 0.806
Br 9.545 -1.641 1.835
C 7.628 -1.295 1.810
C 6.974 -1.891 0.592
Br 7.327 -0.823 -0.998
H 7.502 -0.219 1.877
H 7.244 -1.759 2.716
H 5.889 -1.889 0.700
H 7.311 -2.901 0.377
Br 3.917 -0.524 4.937
C 1.971 -0.449 4.929
C 1.400 -1.182 3.745
Br 1.588 -0.147 2.107
H 1.694 0.600 4.953
H 1.663 -0.926 5.858
H 0.328 -1.329 3.867
H 1.876 -2.142 3.568
*
```

Results of the Löwdin charge analysis, in e, for atoms 1 through 99:
1. C -0.35
2. C -0.50
3. P 0.96
4. C -0.27
5. C -0.33
6. C -0.67
7. Cl 0.62
8. C -0.10
9. C -0.23
10. N 0.20
11. C -0.26
12. C -0.22
13. N -0.12
14. C -0.13
15. C -0.60
16. Br 0.77
17. N 0.12
18. C -0.19
19. C -0.16
20. C -0.23
21. C -0.42
22. S 0.92
23. C -0.87
24. N 0.03
25. N 0.05
26. C -0.23
27. O -0.11
28. H 0.00
29. H -0.01
30. H 0.01
31. H -0.04
32. H 0.07
33. H -0.01
34. H 0.04
35. H 0.04
36. H 0.06
37. H 0.12
38. H 0.09
39. H 0.06
40. H 0.04
41. H 0.07
42. H 0.08
43. H 0.05
44. H 0.13
45. H 0.07
46. H 0.07
47. H 0.14
48. Br 0.93
49. C -0.63
50. C -0.69
51. Br 0.61
52. H 0.05
53. H 0.06
54. H 0.06
55. H 0.02
56. Br 0.60
57. C -0.70
58. C -0.69
59. Br 0.62
60. H 0.04
61. H 0.06
62. H 0.06
63. H 0.05
64. Br 0.65
65. C -0.69
66. C -0.69
67. Br 0.62
68. H 0.05
69. H 0.06
70. H 0.06
71. H 0.05
72. Br 0.61
73. C -0.70
74. C -0.70
75. Br 0.60
76. H 0.04
77. H 0.06
78. H 0.06
79. H 0.05
80. Br 0.94
81. C -0.62
82. C -0.71
83. Br 0.61
84. H 0.06
85. H 0.03
86. H 0.05
87. H 0.05
88. Br 0.61
89. C -0.69
90. C -0.69
91. Br 0.62
92. H 0.05
93. H 0.06
94. H 0.06
95. H 0.04
96. Br 0.60
97. C -0.70
98. C -0.69
99. Br 0.62